Record 1
Here is a 3-piece molecular cluster, BrClFN2O overall at a distorted geometry from OMol25. Energies are from wB97M-V/def2-TZVPD.

Geometry (Å):
N -0.724 -0.214 1.881
N 0.277 -0.670 1.528
O 1.382 -1.162 1.120
F -1.081 -4.844 2.032
Cl -0.106 -3.356 3.235
Br 1.345 -1.889 4.422

## Properties
HOMO level (alpha / beta): -5.37 / -5.37 eV
DFT total energy: -3318.788172 hartree
Energy relative to the best compared isomer or geometry (same formula, charge and spin): 8.2 kcal per mole
Net charge: -1

=====

Record 2
Here is C4H8N2O as an isolated structure at a distorted geometry from OMol25. Energies are from wB97M-V/def2-TZVPD.

Geometry (Å):
N -1.531 -1.344 -0.926
C -0.767 0.416 -0.132
O -1.587 1.150 -0.580
C -0.139 -0.151 1.133
N 1.286 -0.077 0.863
C 1.560 1.295 0.446
C 1.176 0.309 -0.591
H -2.309 -1.114 -1.543
H -1.682 -2.323 -0.700
H -0.482 0.479 1.950
H -0.413 -1.191 1.319
H 0.825 2.067 0.680
H 2.600 1.575 0.594
H -0.581 -1.074 -1.321
H 2.043 -0.017 -1.191

## Properties
HOMO level: -8.86 eV
DFT total energy: -341.800474 hartree
Energy relative to the best compared isomer or geometry (same formula, charge and spin): 127.5 kcal per mole

=====

Record 3
Here is C22H38AlBeCl6F6N2O16S3 as an isolated structure at a distorted geometry from OMol25. Energies are from wB97M-V/def2-TZVPD.

Geometry (Å):
C 2.125 -4.594 -2.248
C 2.375 -3.755 -3.522
O 2.583 -4.278 -4.551
N 2.355 -2.299 -3.346
C 2.837 -1.619 -4.576
N 1.097 -1.845 -2.890
C 0.198 -1.574 -3.965
O -0.153 -0.534 -4.332
O -0.315 -2.741 -4.620
S -1.685 -3.307 -3.968
O -1.359 -4.079 -2.830
O -2.395 -4.098 -4.942
F -2.640 -2.115 -3.570
C 1.156 -0.792 -1.913
F 2.018 -1.186 -0.971
F 1.633 0.408 -2.378
C -0.232 -0.506 -1.198
F -0.974 -1.603 -1.171
F -0.834 0.532 -1.743
F 0.017 -0.185 0.072
H 2.794 -4.221 -1.447
H 2.276 -5.662 -2.444
H 1.092 -4.372 -1.919
H 2.406 -2.047 -5.517
H 3.938 -1.816 -4.640
H 2.724 -0.471 -4.599
C -0.336 3.418 -2.881
O -0.605 4.745 -3.274
C -1.870 5.208 -2.804
C -1.713 6.086 -1.580
O -1.230 5.332 -0.469
C 0.153 5.509 -0.234
H 0.724 3.221 -3.064
H -0.541 3.255 -1.819
H -0.932 2.721 -3.483
H -2.542 4.371 -2.594
H -2.313 5.799 -3.610
H -2.692 6.475 -1.300
H -1.061 6.939 -1.789
H 0.330 6.485 0.230
H 0.738 5.429 -1.155
H 0.481 4.731 0.456
C 0.620 -2.522 -8.380
Cl 0.637 -4.228 -7.921
Cl -0.907 -1.783 -7.877
Cl 1.971 -1.688 -7.554
Cl 0.810 -2.368 -10.121
O 2.185 -1.986 1.961
C 1.926 -1.208 2.840
O 2.845 -0.382 3.393
C 2.251 0.341 4.487
C 0.759 0.308 4.220
C 0.589 -1.031 3.517
H 2.517 -0.161 5.420
H 2.643 1.356 4.510
H 0.158 0.413 5.123
H 0.486 1.119 3.539
H 0.440 -1.848 4.229
H -0.218 -1.005 2.787
Be 2.997 1.170 -4.487
O 4.242 4.710 3.126
S 2.924 4.538 2.520
O 2.226 5.821 2.440
O 2.141 3.617 3.343
O 3.080 3.998 1.170
Al 4.223 -0.471 -2.893
Cl -2.321 -4.922 -6.998
Cl 3.437 -0.166 -9.246
C -5.954 5.211 1.257
C -5.429 4.489 0.026
C -5.020 3.061 0.355
O -4.307 5.197 -0.502
H -5.183 5.270 2.031
H -6.234 6.236 1.009
H -6.826 4.703 1.673
H -6.197 4.481 -0.749
H -4.218 3.049 1.099
H -4.637 2.558 -0.535
H -5.864 2.488 0.744
H -3.619 5.211 0.177
C -0.045 -6.002 7.244
C 1.464 -6.038 7.510
C 2.063 -4.751 6.930
S 0.759 -3.521 6.992
O 0.400 -3.159 5.638
O 1.085 -2.526 7.981
C -0.503 -4.604 7.644
H -0.573 -6.772 7.806
H -0.236 -6.168 6.181
H 1.644 -6.074 8.587
H 1.931 -6.919 7.071
H 2.912 -4.401 7.513
H 2.355 -4.878 5.889
H -1.472 -4.333 7.230
H -0.512 -4.487 8.728

## Properties
HOMO level: -10.35 eV
DFT total energy: -6985.563661 hartree
Net charge: +1

=====

Record 4
Here is C6H9N as an isolated structure from OMol25. Energies are from wB97M-V/def2-TZVPD.

Geometry (Å):
C -1.758 -0.570 0.054
C -0.349 -0.037 -0.010
C 0.936 -0.803 0.316
C 1.535 -0.123 -0.932
N 0.246 0.615 -1.202
C -0.003 1.486 -0.094
C 0.855 0.040 1.512
H -1.958 -1.298 -0.739
H -2.492 0.230 -0.054
H -1.962 -1.062 1.009
H 0.864 -1.893 0.340
H 2.398 0.529 -0.762
H 1.722 -0.799 -1.770
H -0.932 2.043 -0.161
H 0.820 2.062 0.332
H 0.079 -0.420 2.161

## Properties
HOMO level: -7.72 eV
DFT total energy: -288.555507 hartree
Energy relative to the best compared isomer or geometry (same formula, charge and spin): 142.2 kcal per mole

=====

Record 5
Here is C2HBrCl2F2 as an isolated structure at a distorted geometry from OMol25. Energies are from wB97M-V/def2-TZVPD.

Geometry (Å):
C -0.694 0.314 -0.112
C 0.602 -0.334 0.127
F -0.496 1.010 -1.254
F 0.894 -1.127 -0.868
Cl -2.013 -0.813 -0.492
Cl 0.803 -1.249 1.671
Br 1.812 1.188 0.252
H -0.910 1.011 0.677

## Properties
HOMO level: -10.84 eV
DFT total energy: -3770.919390 hartree
Energy relative to the best compared isomer or geometry (same formula, charge and spin): 15.2 kcal per mole

=====

Record 6
Here is one molecule with the formula C3H3NO2 from OMol25. Energies are from wB97M-V/def2-TZVPD.

Geometry (Å):
O -0.275 1.540 -0.763
C -0.016 0.282 -0.313
C -1.154 -0.581 -0.008
O -2.286 -0.164 -0.169
C 1.201 -0.149 -0.032
N 2.288 -0.588 0.321
H -1.247 1.598 -0.745
H 2.425 -0.353 1.307
H -0.936 -1.584 0.401

## Properties
HOMO level: -9.12 eV
Structure (SMILES): N=C=C(O)C=O
DFT total energy: -321.288116 hartree
Energy relative to the best compared isomer or geometry (same formula, charge and spin): 56.2 kcal per mole

=====

Record 7
Here is C32H47N11O2Sr as an isolated structure at a distorted geometry from OMol25. Energies are from wB97M-V/def2-TZVPD.

Geometry (Å):
Sr -0.009 -2.277 -1.030
C -1.020 3.377 3.429
C 0.015 2.430 4.050
C -0.418 2.164 5.498
C 1.395 3.106 4.043
C 0.141 1.137 3.257
C -0.102 1.102 1.915
C -0.005 -0.110 1.193
N -0.343 -0.282 -0.065
C -0.542 0.605 -1.014
C -0.025 1.917 -1.050
C -0.456 2.815 -1.984
C -1.493 2.394 -2.850
C -1.982 1.116 -2.928
C -1.392 0.101 -2.086
O -1.593 -1.127 -2.192
C -3.122 0.850 -3.909
C -3.605 -0.601 -3.940
C -2.684 1.228 -5.333
C -4.317 1.719 -3.480
C 0.149 4.212 -2.031
C -0.576 5.141 -3.010
C 1.619 4.098 -2.464
C 0.070 4.842 -0.630
C 0.340 -1.359 1.866
O 0.381 -2.419 1.203
C 0.638 -1.276 3.278
C 0.555 -0.060 3.897
C 0.981 -2.557 4.030
C 1.226 -2.325 5.525
C 2.252 -3.171 3.428
C -0.182 -3.549 3.886
H -1.165 4.239 4.078
H -1.976 2.869 3.316
H -0.700 3.746 2.459
H -0.656 3.106 5.990
H 0.370 1.685 6.076
H -1.305 1.533 5.518
H 1.374 4.032 4.613
H 1.699 3.334 3.024
H 2.143 2.448 4.481
H -0.482 1.965 1.391
H 0.773 2.155 -0.364
H -1.918 3.130 -3.511
H -2.834 -1.274 -4.300
H -4.462 -0.674 -4.607
H -3.912 -0.935 -2.954
H -1.769 0.698 -5.592
H -2.502 2.295 -5.429
H -3.458 0.953 -6.046
H -4.617 1.461 -2.466
H -5.161 1.546 -4.143
H -4.078 2.779 -3.503
H -0.506 4.771 -4.031
H -0.120 6.129 -2.984
H -1.624 5.250 -2.739
H 1.687 3.690 -3.471
H 2.175 3.446 -1.794
H 2.093 5.078 -2.462
H -0.959 4.836 -0.272
H 0.417 5.873 -0.656
H 0.688 4.302 0.084
H 0.774 0.001 4.949
H 2.058 -1.643 5.689
H 1.475 -3.272 5.999
H 0.336 -1.935 6.012
H 3.090 -2.485 3.532
H 2.098 -3.387 2.375
H 2.499 -4.098 3.943
H -1.096 -3.122 4.291
H 0.038 -4.465 4.431
H -0.342 -3.795 2.840
N 0.160 -5.776 -1.105
C -0.227 -4.694 -1.220
N 2.380 -6.292 0.553
C 3.485 -5.581 0.787
N 4.469 -6.144 1.535
N 3.722 -4.386 0.326
C 2.954 -3.664 -0.399
N 2.392 -2.887 -1.048
H 2.276 -7.220 0.928
H 1.626 -5.949 -0.053
H 4.271 -6.951 2.099
H 5.218 -5.542 1.827
N -0.868 -2.881 -4.818
N -0.067 -1.918 -4.330
N -0.005 -0.727 -4.841
C 0.800 -0.117 -3.977
N 1.205 -0.936 -3.024
N 0.653 -2.080 -3.275
H -0.878 -2.905 -5.829
H -0.687 -3.766 -4.355
H 1.084 0.911 -4.054

## Properties
HOMO level (alpha / beta): -7.25 / -7.27 eV
DFT total energy: -2031.083485 hartree
Energy relative to the best compared isomer or geometry (same formula, charge and spin): 54.6 kcal per mole

=====

Record 8
Here is one molecule with the formula C3H3F2NO at a distorted geometry from OMol25. Energies are from wB97M-V/def2-TZVPD.

Geometry (Å):
C 0.253 0.143 0.112
C -0.189 -0.886 0.826
C -0.861 1.064 -0.222
N -2.176 0.069 0.351
O -1.538 -0.910 1.045
F -0.883 2.187 0.516
F -2.613 -0.535 -0.860
H 1.268 0.340 -0.158
H 0.347 -1.699 1.277
H -1.108 1.297 -1.253

## Properties
HOMO level: -10.02 eV
Structure (SMILES): F[C@H]1C=CON1F
DFT total energy: -445.682211 hartree
Energy relative to the best compared isomer or geometry (same formula, charge and spin): 91.2 kcal per mole

=====

Record 9
Here is C15H27N6ReSSbSe4 as an isolated structure at a distorted geometry from OMol25. Energies are from wB97M-V/def2-TZVPD.

Geometry (Å):
Re -0.858 -0.787 -0.601
C -2.614 3.359 1.211
C -3.304 2.693 0.081
N -4.559 2.826 -0.233
N -4.738 2.071 -1.343
C -3.629 1.475 -1.754
S -3.403 0.669 -3.260
N -2.706 1.841 -0.840
N -1.356 1.420 -0.885
H -3.291 4.105 1.622
H -1.710 3.874 0.880
H -2.362 2.658 2.007
H -5.647 2.044 -1.795
H -0.943 1.831 -1.731
H -0.900 1.894 -0.098
Se -1.810 -4.554 -3.276
Sb -1.951 -4.531 -5.602
Se -0.627 -1.198 -4.248
Se -2.396 -1.341 -2.716
Se -1.528 -2.025 -6.200
N -0.288 -2.891 -0.609
H 0.405 -3.122 -1.322
H -1.060 -3.544 -0.763
H 0.128 -3.151 0.286
C 5.053 0.497 1.970
C 3.936 0.222 1.005
C 4.171 0.139 -0.366
C 3.160 -0.104 -1.314
C 3.466 -0.168 -2.783
C 1.884 -0.266 -0.821
C 1.614 -0.199 0.563
C 2.632 0.050 1.473
N 0.267 -0.405 0.849
C -0.461 -0.445 2.137
C -1.928 -0.536 1.623
C -0.082 -1.708 2.914
C -0.254 0.811 2.995
H 6.020 0.479 1.474
H 5.067 -0.242 2.770
H 4.929 1.478 2.430
H 5.185 0.268 -0.725
H 4.537 -0.235 -2.957
H 3.107 0.728 -3.291
H 2.996 -1.035 -3.248
H 1.080 -0.465 -1.581
H 2.426 0.106 2.533
H -2.123 -1.276 0.728
H -2.387 0.430 1.428
H -2.556 -1.060 2.344
H -0.408 -2.616 2.404
H -0.566 -1.694 3.890
H 0.994 -1.759 3.075
H 0.033 1.675 2.391
H 0.522 0.662 3.744
H -1.170 1.054 3.534

## Properties
HOMO level (alpha / beta): -16.46 / -16.46 eV
DFT total energy: -11237.754793 hartree
Energy relative to the best compared isomer or geometry (same formula, charge and spin): 0.0 kcal per mole
Net charge: +3

=====

Record 10
Here is a 2-piece molecular cluster, C14H16O overall at a distorted geometry from OMol25. Energies are from wB97M-V/def2-TZVPD.

Geometry (Å):
C 3.832 -0.491 2.340
C 2.661 -1.156 -1.209
C 3.141 -1.366 0.071
C 2.096 0.076 -1.508
C 3.040 -0.360 1.041
C 1.876 1.025 -0.528
C 2.373 0.817 0.756
O 1.873 0.357 -2.833
H 2.688 -1.938 -1.934
H 3.480 -2.336 0.389
H 1.438 1.218 -2.966
H 1.570 2.024 -0.832
H 3.153 -0.451 3.200
H 4.638 0.234 2.366
H 2.263 1.533 1.555
H 4.314 -1.471 2.395
C -2.237 2.215 -0.480
C -4.363 -0.895 -0.588
C -3.643 -1.793 0.175
C -3.946 0.416 -0.815
C -2.726 0.806 -0.273
C -2.410 -1.398 0.665
C -1.987 -0.091 0.462
H -5.269 -1.201 -1.120
H -4.041 -2.790 0.309
H -4.577 1.130 -1.324
H -1.844 -2.088 1.283
H -1.174 2.282 -0.225
H -2.771 2.849 0.245
H -0.996 0.181 0.827
H -2.453 2.661 -1.443

## Properties
HOMO level: -8.37 eV
Structure (SMILES): Cc1ccc(O)cc1.Cc1ccccc1
DFT total energy: -618.298427 hartree
Energy relative to the best compared isomer or geometry (same formula, charge and spin): 11.0 kcal per mole

=====

Record 11
Here is C19H28Cl2N3O6P2S2Tc as an isolated structure from OMol25. Energies are from wB97M-V/def2-TZVPD.

Geometry (Å):
Tc 0.668 -0.668 0.114
C 1.173 -2.276 2.758
N 0.241 -1.251 2.190
C 0.310 -0.003 2.998
C 1.532 0.786 2.592
N 1.452 1.183 1.157
C 0.534 2.345 1.004
C 2.808 1.485 0.682
C 3.347 2.757 0.777
C 4.649 2.991 0.363
C 5.418 1.947 -0.133
C 4.887 0.670 -0.212
C 3.579 0.433 0.196
S 2.925 -1.205 0.110
C -1.096 -1.868 2.194
C -1.999 -1.699 3.228
C -3.211 -2.377 3.198
C -3.494 -3.250 2.161
C -2.583 -3.423 1.130
C -1.394 -2.712 1.132
S -0.277 -2.790 -0.246
H 1.098 -3.189 2.175
H 0.890 -2.482 3.791
H 2.200 -1.925 2.709
H 0.373 -0.239 4.061
H -0.597 0.571 2.813
H 2.429 0.187 2.728
H 1.629 1.678 3.215
H 0.687 3.066 1.809
H -0.498 2.014 1.022
H 0.736 2.814 0.051
H 2.757 3.583 1.155
H 5.062 3.988 0.432
H 6.432 2.129 -0.465
H 5.474 -0.154 -0.597
H -1.781 -1.042 4.061
H -3.929 -2.221 3.992
H -4.439 -3.776 2.137
H -2.798 -4.099 0.311
N -2.327 -2.008 -2.627
C -1.865 -0.561 -2.669
C -2.668 0.136 -3.771
P -2.401 0.070 -0.974
O -2.877 1.575 -1.203
O -3.519 -0.851 -0.634
O -1.237 0.228 0.001
P -0.045 -0.428 -3.092
O 0.213 -2.001 -3.402
O 0.182 0.427 -4.255
O 0.749 -0.118 -1.809
H -3.073 -2.012 -1.894
H -1.574 -2.629 -2.327
H -2.675 -2.309 -3.534
H -3.742 0.026 -3.598
H -2.409 -0.289 -4.743
H -2.419 1.193 -3.817
H -3.815 1.640 -1.430
H 0.890 -2.090 -4.092
Cl -0.974 3.710 -4.035
C -0.183 3.642 -2.458
Cl 1.484 3.043 -2.550
H -0.753 2.978 -1.822
H -0.157 4.649 -2.062

## Properties
HOMO level (alpha / beta): -10.97 / -11.22 eV
Multiplicity: 4
DFT total energy: -3836.882915 hartree
Energy relative to the best compared isomer or geometry (same formula, charge and spin): 7.4 kcal per mole
Net charge: +1

=====

Record 12
Here is C13H21AgBFIN2O8 as an isolated structure at a distorted geometry from OMol25. Energies are from wB97M-V/def2-TZVPD.

Geometry (Å):
C 3.459 0.526 2.198
C 3.431 1.116 0.790
O 4.638 1.841 0.583
C 2.300 2.135 0.593
O 0.992 1.514 0.533
C 0.270 1.596 -0.568
I -0.559 3.821 -0.726
O 0.954 1.533 -1.761
C 0.502 0.391 -2.464
O 0.676 0.279 -3.599
C -0.167 -0.510 -1.431
C 0.966 -1.281 -0.701
C 0.959 -2.823 -0.803
C 0.282 -3.476 0.397
F 0.899 -2.984 1.563
O -1.029 -1.328 -2.221
C -1.911 -2.076 -1.643
N -2.679 -2.745 -1.139
C -0.931 0.603 -0.608
C -1.391 0.171 0.783
C -2.729 -0.617 0.871
N -2.496 -1.961 1.411
O -1.905 1.028 -1.507
B -3.120 1.697 -1.288
O -3.878 1.812 -2.409
O -3.541 2.258 -0.109
H 4.479 0.196 2.423
H 3.180 1.276 2.949
H 2.789 -0.336 2.287
H 3.326 0.297 0.066
H 4.842 1.896 -0.359
H 2.274 2.786 1.478
H 2.487 2.762 -0.281
H 0.981 -1.038 0.364
H 1.919 -0.929 -1.116
H 0.523 -3.182 -1.742
H 2.004 -3.157 -0.809
H -0.787 -3.260 0.469
H 0.424 -4.563 0.376
H -1.439 1.063 1.430
H -0.620 -0.457 1.242
H -3.421 -0.061 1.518
H -3.226 -0.676 -0.106
H -2.954 -2.076 2.308
H -2.889 -2.665 0.794
H -4.766 2.142 -2.221
H -3.070 1.993 0.685
Ag -0.208 5.218 1.371

## Properties
HOMO level: -12.12 eV
DFT total energy: -1788.597170 hartree
Net charge: +1

=====

Record 13
Here is an isolated ion of composition C9H12N3O and charge +1 at a distorted geometry from OMol25. Energies are from wB97M-V/def2-TZVPD.

Geometry (Å):
C -0.473 -3.152 -0.667
C 0.831 -2.837 -0.348
C -1.262 -2.240 -1.345
C 1.240 -1.500 -0.379
C -0.773 -1.010 -1.654
C 0.459 -0.584 -1.060
C 0.786 1.943 -0.826
C 0.079 1.362 1.397
C -1.887 2.497 1.963
N 0.999 0.746 -1.372
N 0.071 2.182 0.268
N 1.069 0.405 1.621
O -0.907 1.665 2.191
H -0.887 -4.049 -0.592
H 1.428 -3.609 -0.015
H -2.161 -2.490 -1.729
H 2.158 -1.321 -0.030
H 1.260 2.743 -1.451
H -1.246 -0.345 -2.293
H -2.246 3.055 1.114
H -2.698 2.545 2.610
H 1.866 0.557 -1.843
H -0.066 3.172 0.301
H 1.833 0.649 2.244
H 0.528 -0.385 1.896

## Properties
HOMO level (alpha / beta): -11.46 / -11.05 eV
DFT total energy: -589.240152 hartree
Energy relative to the best compared isomer or geometry (same formula, charge and spin): 129.2 kcal per mole
Net charge: +1